[1]
Molecular formula: C39H38BF4O23
Method: DFT, ωB97M-V/def2-TZVPD

Geometry as XYZ:
```
105
C39H38BF4O23 | OMol25 | ωB97M-V/def2-TZVPD
C 2.6598 6.7656 -1.5270
H 3.4071 0.9018 -2.7923
H 1.6177 -1.0306 1.9064
H -5.8849 -3.4074 0.9945
H 3.7300 5.2783 -5.1321
H -2.6839 -6.2978 -1.8815
C -2.5612 -0.2296 3.0732
C -0.9958 -5.7406 -1.9759
C 0.8821 -3.5931 -1.7653
B 0.5007 0.2341 -0.4660
O -2.3832 2.0298 2.4578
O -1.9718 -6.7232 -2.2074
C 0.4964 -5.9844 -2.4432
C -1.5771 -4.5167 -1.3483
F 0.8803 1.4726 0.0629
H -5.0862 -2.0783 1.9119
C 0.5057 -4.7718 2.1760
C 0.1496 6.0941 -1.2859
H 0.7925 1.3409 3.5778
C 1.1900 7.0805 -1.6895
O -6.2971 -1.8974 -0.9523
H 1.7127 4.4152 6.3266
C 1.1244 -5.3271 3.4172
C 2.1332 4.4844 -0.6660
H -3.0035 -2.3085 4.2291
H 0.0006 -0.0931 -4.8672
C 2.2458 2.3056 -3.8670
H 3.0621 3.4870 5.0511
C 1.3926 -4.9241 -2.3139
C -0.5863 -3.4812 -1.1011
F 0.9494 -0.7833 0.3904
C -1.9155 -1.2196 -4.9891
C -2.9011 1.2615 3.2348
O 3.8751 -3.0505 3.9740
O -2.6884 -4.4142 -1.2483
C 4.8716 3.5852 -3.8184
H -3.6635 2.8594 4.3869
H 2.4224 1.8032 3.3983
C -0.3267 -1.0536 -4.6411
H -3.3790 -3.0294 -5.2988
H -2.7001 -2.5232 -3.3063
C 1.3651 2.1674 3.4686
O 6.0865 4.2099 -3.8103
H -4.0160 -3.3272 0.9417
C 2.1244 -2.7885 2.5726
H 6.7092 3.8978 -3.1693
C 3.1471 5.4544 -1.1325
H -3.9464 -0.5072 0.1279
O 0.6095 -6.5230 3.7947
H 1.1608 2.5606 2.4415
C 3.6746 4.2635 -4.5584
H 0.0091 -1.6841 -5.2538
H -0.0324 -1.4594 -3.7554
C -5.1295 -2.7573 0.9634
O 1.5302 4.1923 -5.2014
C 0.6287 4.8440 -0.6822
O -2.6310 -0.3353 -5.5005
C 2.2771 -4.7368 4.1324
O 5.7435 1.8648 -2.4715
C 2.9037 -3.5610 3.5102
C 2.0484 4.1147 4.9612
H 2.7060 -5.1264 4.9841
O -0.3880 -5.4080 1.6086
C -5.2106 -1.9584 -0.3721
C -3.5367 1.7270 4.4153
H -0.0996 4.2448 -0.5039
H -0.1650 8.4589 -2.1861
O 1.6844 -2.5577 -1.9605
O -0.0261 3.0159 5.0814
H 0.3999 -2.9180 1.1750
C -2.5224 -2.5288 -4.5126
C 1.1210 3.0884 4.5676
H -0.1958 -6.7850 3.2311
O -5.0884 0.9993 6.3167
O -1.9900 -0.7378 1.9595
O 4.3972 5.3844 -1.1101
C -3.9905 -1.1461 -0.7455
O 0.7334 8.3182 -2.1114
O 0.9723 1.9542 -3.6394
O 2.3365 -1.4207 2.5222
H 0.7915 -6.8906 -2.7237
C -3.0312 -1.2099 4.2258
C 2.3945 3.5948 -4.6187
H -1.9022 -3.4808 -4.5600
H 1.3560 -1.7865 -1.5707
H -3.1588 -1.5658 -1.3106
H 2.1032 4.9472 4.2381
H 3.2249 7.5503 -1.9254
H 0.7537 1.3319 -2.9849
O -4.0140 -1.5451 6.2649
C -4.2617 0.7472 5.3237
F -0.9549 0.1245 -0.4998
H 2.1606 2.6859 0.0888
C 0.9578 -3.4662 1.7652
O 2.6958 3.3459 -0.4095
H -4.1383 -0.3428 -1.5287
O -1.0391 6.3273 -1.4560
C 4.7450 2.3690 -3.1785
O 2.6155 -5.0637 -2.5234
F 1.0258 -0.0386 -1.6775
H -5.0433 0.3934 7.1302
C 3.4613 1.6922 -3.2168
H -0.9892 -2.4216 -0.7788
H -1.4707 -0.0042 1.4534
C -3.6785 -0.7083 5.3889
```

For the energy above the lowest of the compared OMol25 structures with the same formula, charge and spin, the calculation gives 3.930 eV. The gap between HOMO and LUMO comes out at 0.2418 Ha. The HOMO energy comes out at -6.928 eV. The value obtained for the LUMO energy is -0.349 eV. Its largest force on an atom is 14.13 eV/Å. As for the charge: -1.

---

[2]
Molecular formula: C39H38BiCl5N3O4PS4Sb2Se
Method: DFT, ωB97M-V/def2-TZVPD

Geometry as XYZ:
```
98
C39H38BiCl5N3O4PS4Sb2Se | OMol25 | ωB97M-V/def2-TZVPD
C -5.4660 -1.7173 2.3421
Sb 2.0690 2.4393 -1.4654
H 7.2287 4.7832 0.3728
O -1.1761 1.0014 -4.4965
H -5.7595 -2.5944 2.9053
H 5.6598 4.3141 -1.4668
C -4.1038 -0.7354 0.6049
Bi -0.2472 1.2906 0.5991
C -5.0886 -0.5052 -2.2095
H -4.1430 -2.8329 1.1034
C -5.5754 0.6430 1.9423
H 7.6037 3.0469 2.1247
O 1.7478 -1.0223 -1.2284
O -1.7956 2.9441 -3.1430
Se -3.5143 2.7370 4.1617
C 4.5816 0.0926 0.2221
N 0.9223 -3.0495 -1.8291
H 3.0962 4.9213 -1.6127
C -0.2144 4.2694 1.3275
H 4.3056 1.1789 -2.3812
H 3.5243 -2.8407 1.0236
H -6.9301 -0.4973 -3.2898
C -1.1458 -1.3252 4.9857
H 4.3494 2.9192 -2.6983
H -6.1094 1.1287 -4.9851
H 1.4653 5.0093 -0.8941
Cl 0.6215 -3.5932 1.4891
C -4.5277 -1.8471 1.3209
C 5.1025 2.3743 -0.7686
H 4.7119 -2.1191 2.1386
C -3.3161 0.8587 -3.0694
Cl -1.8223 -0.4828 6.3359
S -1.6442 1.5048 -3.2181
H 5.2730 -0.7142 0.4672
C 6.7020 3.8377 0.3376
C 1.5245 3.0082 -3.4510
C 3.6502 -2.2367 1.9215
C -5.9928 -0.4774 2.6530
H 3.9965 1.5715 3.2866
C -5.4595 0.8001 -4.1828
H 6.3815 0.9198 2.0019
C -2.5049 1.7747 3.0478
H -6.7038 -0.3722 3.4627
C 6.9079 2.8710 1.3134
C -2.1558 -3.4006 -0.3724
Cl -1.9003 -4.6995 2.9666
H -4.2870 1.4052 0.4252
H -5.9479 1.6243 2.2016
H -2.8362 -1.9219 -3.3382
S 0.8600 3.1297 2.0905
H -2.0120 -3.1782 0.6750
C -1.8815 -4.6848 -0.8233
H 3.1381 -2.7137 2.7524
Cl 0.7277 0.6134 4.9357
C 5.8136 3.5729 -0.6906
H -3.7816 1.9626 -4.8370
C -3.7758 -0.0233 -2.0924
N -1.8482 1.1368 2.3195
H 4.1240 -0.1133 -0.7446
H 2.8439 4.5308 0.1095
Cl -3.1760 -3.1048 5.3169
C -4.1684 1.2709 -4.1012
C -4.6361 0.5142 0.9376
C -5.9214 -0.1071 -3.2321
C 0.6099 -1.5233 3.2742
H 3.3129 0.2497 4.2504
Sb 2.8500 -0.2704 1.6431
C -2.5914 -2.6953 -2.6219
H 2.3272 3.6267 -3.8527
H 0.5940 3.5746 -3.3884
H -2.3518 -4.1846 -4.1351
P -2.7648 -0.6712 -0.6657
C 5.2901 1.4017 0.2315
N 3.1754 -2.5755 -2.0704
C -1.9729 -4.9803 -2.1755
C 4.1756 2.1649 -1.9310
C -2.3143 -3.9761 -3.0732
C 0.0021 -0.8782 4.3336
H 1.3408 2.1436 -4.0886
C -2.5513 -2.3968 -1.2565
C -1.7492 -2.4999 4.5425
H -1.7607 -5.9813 -2.5318
H 4.8801 0.0311 3.4297
O -0.9200 0.9239 -2.0854
H 1.1474 -4.0294 -1.8231
H 0.0587 -2.8067 -1.3642
S -1.2232 3.6102 0.0575
H 3.8838 -1.8649 -2.1346
H -5.4570 -1.2022 -1.4666
C 1.9277 -2.1364 -1.6767
C 2.4143 4.4730 -0.8885
H -1.5723 -5.4373 -0.1091
C -0.0360 -2.6711 2.8778
C -1.1832 -3.1903 3.4757
C 6.2141 1.6762 1.2455
C 3.8943 0.4895 3.3623
H 3.2448 -3.3487 -2.7073
S -0.2587 5.8639 1.7223
```

For the energy above the lowest of the compared OMol25 structures with the same formula, charge and spin, the calculation gives 1.544 eV. The gap between HOMO and LUMO comes out at 0.2369 Ha. The HOMO energy comes out at -2.691 eV. The value obtained for the LUMO energy is 3.755 eV. Its largest force on an atom is 0.44 eV/Å. As for the charge: -2.

---

[3]
Molecular formula: C39H39BN8O3Pt
Method: DFT, ωB97M-V/def2-TZVPD

Geometry as XYZ:
```
91
C39H39BN8O3Pt | OMol25 | ωB97M-V/def2-TZVPD
C -3.1756 1.6844 -0.1447
C -0.1105 -5.1565 -2.3999
B 2.4562 -0.0065 3.1370
N 2.4291 -1.4809 1.1070
H 3.1525 0.2069 4.0863
C 1.7119 2.4881 0.5800
H 2.4337 -2.9099 -2.3556
C 1.7028 -5.8824 -3.8039
C 1.1319 5.3738 -3.1061
C -1.5213 4.2861 0.7436
C 4.1848 -1.8062 2.3923
H 1.2412 4.9550 -4.1005
C -4.5615 1.3960 -0.0460
C 2.1857 0.6113 -2.4809
H -1.7624 -1.7748 2.7476
C -0.1298 4.8636 -1.1373
N 1.0721 -0.5552 3.5632
H 1.3573 -0.9811 5.6079
H -4.2926 -3.9860 1.8312
H -4.6449 0.0608 3.0367
H 0.5214 -0.1790 -4.5917
C -2.2801 1.2463 0.8746
H 3.4096 -4.5760 -3.9000
C -1.0919 -3.3068 -0.1998
H -5.2164 1.7061 -0.8551
H -1.1101 -2.1729 5.3680
C -1.1869 -4.4715 0.5592
O 0.1951 4.5345 -2.4186
N 0.0965 -0.7861 2.6592
H 2.0979 5.3717 -2.6004
H -1.1090 -5.3121 -2.0138
O -0.0670 0.6544 -1.6712
C -2.1141 -2.3506 -0.1720
C -5.0924 0.8238 1.0717
C 1.8848 -3.8115 -2.6091
C -0.5330 -1.6649 4.6111
H 2.5696 1.6251 -2.6383
Pt 0.4086 -0.3799 0.5454
H 2.1289 -6.6159 -4.4770
H 2.8252 -2.9753 -0.3251
C -4.2289 0.4775 2.1250
C 0.6921 0.6431 -2.6378
H 5.0375 -3.4651 1.2007
H 3.0378 2.7773 3.5516
C 0.4367 -6.0830 -3.2734
C -3.3859 -3.7812 1.2743
H -6.1601 0.6626 1.1539
C 0.0875 -3.0319 -1.0778
C -0.9534 5.3175 1.4741
H 0.4479 6.9400 1.4579
H -2.4249 -5.6107 1.8760
C 2.2604 3.3489 1.5232
N 3.0708 -1.0735 2.2160
C 0.7127 -1.0729 4.7440
H -0.3725 -5.1860 0.5741
H -1.2863 5.5066 2.4870
C -2.8709 0.6631 2.0181
C 0.0118 6.1239 0.8949
H 1.3279 2.6897 -0.4101
C -2.3384 -4.7025 1.2936
C 0.4299 5.9002 -0.4121
H 4.8483 -1.6166 3.2256
C 0.1408 0.6794 -4.0309
N 0.5526 -1.8712 -0.9311
C 0.6178 -4.0237 -2.0461
N 1.7334 1.2397 1.0574
H -4.0810 -1.8840 0.5405
H 2.6443 -0.0267 -3.2381
H -0.1295 -6.9656 -3.5420
H -0.9460 0.6521 -4.0189
C -3.2721 -2.6039 0.5508
C -2.7304 2.3210 -1.3290
H 2.4692 0.2839 -1.4828
H 0.7573 6.3939 -3.1838
H -3.2656 2.0911 -2.2475
H -2.2974 3.6756 1.1863
N -1.7682 3.1805 -1.4831
C 2.4258 -4.7386 -3.4776
H 0.4878 1.5774 -4.5515
C -0.8756 -1.4677 3.2790
H -1.5209 3.4009 -2.4397
O -0.9829 1.3410 0.7325
H 1.1743 6.5443 -0.8591
N 2.2475 1.2746 2.3044
C 3.1430 -2.4762 0.5781
C 2.5819 2.5375 2.6006
C -1.1204 4.0669 -0.5641
H -2.2000 0.3865 2.8192
H 2.3998 4.4150 1.4455
C 4.2742 -2.7191 1.3606
H -2.0364 -1.4578 -0.7839
```

For the energy above the lowest of the compared OMol25 structures with the same formula, charge and spin, the calculation gives 1.496 eV. As for the spin multiplicity: 5. The gap between HOMO and LUMO (alpha / beta) comes out at 0.2740 / 0.1929 Ha. The HOMO energy (alpha / beta) comes out at -13.078 / -13.187 eV. The value obtained for the LUMO energy (alpha / beta) is -5.621 / -7.938 eV. Its largest force on an atom is 1.34 eV/Å. As for the charge: +2.

---

[4]
Molecular formula: C39H39Br2N2O4PSn
Method: DFT, ωB97M-V/def2-TZVPD

Geometry as XYZ:
```
88
C39H39Br2N2O4PSn | OMol25 | ωB97M-V/def2-TZVPD
H -5.2602 -0.5129 2.7491
C 3.1918 -0.5639 -3.2178
H 1.6141 3.7922 0.3861
H 5.8159 1.5321 -0.0107
O -3.1862 -0.2656 0.1314
C -5.1878 2.5474 2.0268
C -0.3702 -0.2149 -0.3863
C 3.3308 -1.0797 -1.7708
C 4.7562 -0.9941 0.2542
H 1.8880 -2.0896 -4.0797
H -0.2245 4.6573 1.8097
C 0.6283 1.9329 -0.0042
H -6.7533 3.9153 2.5380
C 3.8891 -1.8700 0.8896
Br -1.1498 -2.5619 -3.8927
H 4.4289 -2.1524 -4.0491
H -0.5082 -2.0602 1.9210
C 5.9067 1.0935 0.9846
C -3.9911 -2.8987 -3.9150
H -3.8442 -3.3819 -4.8700
H 7.2038 -0.4304 -0.9136
C -1.5345 1.6266 1.0104
C 2.4533 -1.9650 -1.1161
C 3.1846 0.9735 -3.2017
C -5.2466 -2.7473 -3.3576
H -5.6122 3.8570 -1.5908
N -0.4941 -1.3422 0.1793
H 4.3295 -0.7024 -5.0559
C -4.3945 2.0466 0.9967
C 4.3999 -1.0616 -4.0277
C -4.3534 -0.9142 -0.2252
H 1.9475 -0.5598 -4.9596
C 7.2421 -0.8359 0.0984
C -3.3796 -0.7597 5.5511
C -6.1350 3.5205 1.7433
H 5.3468 -0.6919 2.9897
C 6.1830 -0.9721 2.3444
C 0.7345 3.1904 0.5700
H 2.3280 1.3519 -2.6356
H 5.1172 0.0394 -1.5617
H -7.0286 4.7411 0.2290
H 5.0411 1.4030 1.5750
H 4.0887 1.3945 -2.7629
H -6.1203 -3.1181 -3.8760
O 1.3510 -2.4473 -1.7202
H 1.0180 -0.6742 -3.4656
H -1.2127 0.7723 3.4567
C -2.9131 -2.3977 -3.1960
H 4.0671 -2.2108 1.8989
H -6.3334 -1.9561 -1.6583
C -2.2092 -0.1601 5.1047
H 6.8015 1.5095 1.4500
C -1.4270 2.9046 1.5597
H 6.2899 -2.0588 2.3580
C -5.4908 3.4862 -0.5823
H 3.1062 1.3520 -4.2221
H 7.0877 -0.5499 2.7820
C -6.2875 3.9831 0.4452
O -5.3548 -0.8116 0.4101
C 2.7828 -2.3129 0.1932
H -5.0687 2.1883 3.0407
H 1.4313 1.5578 -0.6291
H 8.1465 -0.4522 0.5732
C 4.4411 -0.6366 -1.0555
C -0.2914 3.6745 1.3637
H -2.2471 3.3131 2.1389
C -3.2232 0.1770 2.9501
H -1.3653 -0.0510 5.7724
C -0.4808 1.1236 0.2290
C 1.9296 -1.0072 -3.9641
H -0.0288 -0.2817 -1.4162
Sn -0.2331 -3.4060 -1.0072
Br 1.6733 -3.6101 1.1091
C -4.2217 -1.6550 -1.5137
C -4.5373 2.5240 -0.3099
H 7.3297 -1.9214 0.0265
C -2.1240 0.3063 3.8041
P -3.1251 0.8488 1.3117
C -5.3728 -2.1075 -2.1294
H -3.4423 -1.1239 6.5681
C 6.0101 -0.4367 0.9236
H -3.9056 2.1487 -1.1075
H 5.3450 -0.7080 -3.6162
H -5.3833 -1.3534 5.0590
C -4.4736 -0.8887 4.7041
C -4.4065 -0.4176 3.4045
N -2.9962 -1.8029 -2.0297
O -0.9311 -1.2995 1.4888
```

For the energy above the lowest of the compared OMol25 structures with the same formula, charge and spin, the calculation gives 0.000 eV. The gap between HOMO and LUMO comes out at 0.2719 Ha. The HOMO energy comes out at -12.982 eV. The value obtained for the LUMO energy is -5.583 eV. Its largest force on an atom is 0.25 eV/Å. As for the charge: +2.

---

[5]
Molecular formula: C39H40AuNP3
Method: DFT, ωB97M-V/def2-TZVPD

Geometry as XYZ:
```
84
C39H40AuNP3 | OMol25 | ωB97M-V/def2-TZVPD
P 2.0071 1.6222 2.1843
P -1.4366 -2.6156 0.9011
H -1.9660 1.6603 -0.8124
C 1.5498 -1.9988 -2.9379
C 2.7470 -1.9608 -3.6639
C 2.2980 0.0980 4.4548
C 2.9003 -2.2301 4.4455
H 2.5768 -1.0849 1.2736
C -1.3922 3.5788 1.1862
H -1.1136 -3.7356 2.9897
C -0.0588 3.2185 1.3051
H 5.2092 2.7399 -0.4396
C 3.2649 2.7052 -1.3457
H 2.7105 -5.1208 -4.8667
C 2.5916 -1.0675 5.1434
C -1.0605 0.9757 -5.3962
H 3.1534 -3.1443 2.5203
H -1.0540 0.8769 -6.4729
H -2.7306 2.3161 -5.3761
C 3.0064 2.9112 2.8410
C -2.0401 1.6203 2.4423
C -2.0328 1.9154 -3.3914
C 2.2743 0.5251 -1.6159
C 1.1957 -4.2809 -3.6032
C 4.3783 2.6287 2.9898
H 0.3195 -2.7760 2.5569
C 0.7743 -3.1598 -2.9119
H 3.2325 3.7755 -1.5015
H 4.0740 -3.0643 -4.9285
C 2.2143 1.9135 -1.7812
C -0.7086 1.2528 2.5715
H 2.9511 6.0467 4.1229
H 2.0976 1.0127 4.9999
C -0.7689 -2.7890 2.5692
H -1.6609 4.4894 0.6662
C -1.1644 -4.2031 0.0829
C 2.2790 0.0849 3.0551
H -1.5603 -4.1743 -0.9312
C -0.1392 0.2735 -4.6328
H 0.7117 3.8428 0.8666
H 4.7720 1.6643 2.6905
H -3.4207 3.0774 1.6812
Au -0.7011 -0.7528 -0.3327
H -0.0991 -4.4316 0.0488
H 0.5800 -0.3812 -5.1088
N -1.0920 1.2946 -1.1826
C -1.1080 1.2273 -2.6343
H -0.1560 -3.1755 -2.3600
C -2.0030 1.7840 -4.7780
H -2.8135 1.0234 2.9086
C 4.6986 4.8102 3.9354
C -3.2311 -2.4840 1.1006
C 0.2887 2.0618 2.0172
C 3.3431 5.0955 3.7896
C 3.1558 -3.0877 -4.3577
C 5.2148 3.5776 3.5387
C 2.8929 -2.2402 3.0558
C -0.1620 0.4016 -3.2459
C 3.3982 -0.0589 -1.0192
H 1.3798 2.3722 -2.3007
C 4.4477 0.7392 -0.5950
C -2.3821 2.7816 1.7558
H 6.2673 3.3644 3.6661
H -1.1311 -1.9790 3.2022
H -3.4809 -1.6118 1.7041
H -0.3604 1.9224 -0.8488
H -3.6037 -3.3791 1.6025
C 2.3846 -4.2434 -4.3242
H -2.7732 2.5510 -2.9206
C 2.4932 4.1589 3.2351
H 1.4383 4.3772 3.1453
C 4.3793 2.1200 -0.7536
H -1.6793 -4.9912 0.6343
H 3.4675 -1.1365 -0.9241
P 0.9373 -0.5189 -2.1729
H -0.4340 0.3710 3.1374
H 3.1617 -3.1280 4.9898
H 5.3575 5.5510 4.3688
C 2.5729 -1.0865 2.3563
H 2.6038 -1.0634 6.2250
H -3.7174 -2.3952 0.1297
H 3.3486 -1.0608 -3.6924
H 5.3295 0.2838 -0.1632
H 0.6007 -5.1841 -3.5888
```

For the energy above the lowest of the compared OMol25 structures with the same formula, charge and spin, the calculation gives 0.000 eV. As for the spin multiplicity: 3. The gap between HOMO and LUMO (alpha / beta) comes out at 0.3127 / 0.2235 Ha. The HOMO energy (alpha / beta) comes out at -16.097 / -16.888 eV. The value obtained for the LUMO energy (alpha / beta) is -7.589 / -10.805 eV. Its largest force on an atom is 0.45 eV/Å. As for the charge: +3.

---

What is the charge in the third record?
+2